Entry 1:
The following is a DFT calculation (ωB97M-V with the def2-TZVPD basis set) of a molecular structure, C44H33BCrN10O2S2 at a distorted geometry.

Cartesian coordinates (Å):
Cr1 -0.58772 1.26809 0.27032
C1 -0.42792 4.30505 3.26187
C2 -0.33211 2.97590 2.86525
N1 -0.49781 2.88018 1.54549
N2 -0.71200 4.12668 1.07694
C3 -0.67660 4.99838 2.08929
B1 -0.94429 4.33760 -0.44326
N3 0.27627 3.74484 -1.16682
C4 1.11273 4.33876 -2.02836
C5 2.08133 3.42918 -2.39477
C6 1.75391 2.27066 -1.69317
N4 0.66364 2.46500 -0.95086
N5 -2.18652 3.50751 -0.85367
C7 -3.36794 3.87694 -1.35921
C8 -4.16250 2.75396 -1.50042
C9 -3.36986 1.70769 -1.04103
N6 -2.18396 2.17024 -0.64884
H1 -0.33209 4.70477 4.25499
H2 -0.14980 2.09343 3.45803
H3 -0.82902 6.04924 1.91041
H4 -1.08402 5.49635 -0.70088
H5 0.96156 5.36581 -2.31369
H6 2.90788 3.57607 -3.06605
H7 2.27853 1.33251 -1.67443
H8 -3.56060 4.91070 -1.59161
H9 -5.16161 2.69976 -1.89279
H10 -3.59118 0.65501 -0.98949
S1 -5.65957 2.91286 2.58028
C10 -6.99032 3.18291 3.61310
C11 -7.01586 2.29926 4.64652
C12 -5.93133 1.38592 4.59994
C13 -5.10278 1.58738 3.53229
C14 -3.88473 0.84331 3.18207
C15 -3.10514 1.24668 2.07368
N7 -1.99159 0.64785 1.71545
C16 -1.54653 -0.38379 2.47606
C17 -2.27001 -0.91402 3.54960
C18 -1.75743 -2.07590 4.19277
C19 -0.60159 -2.64046 3.74057
C20 0.13877 -2.07197 2.67073
C21 1.36609 -2.61057 2.14136
C22 1.96981 -2.11813 1.04901
C23 1.43921 -0.84313 0.36850
N8 0.38573 -0.19814 1.12780
C24 -0.29763 -0.90737 2.09049
C25 3.31164 -2.67067 0.72866
C26 3.78804 -3.46791 -0.26806
C27 5.16685 -3.78510 -0.12531
C28 5.71982 -3.22481 0.98404
S2 4.57055 -2.32149 1.86003
C29 -3.46685 -0.25837 3.89204
H11 -7.68459 3.97824 3.39813
H12 -7.77545 2.29745 5.41311
H13 -5.77877 0.61193 5.33792
H14 -3.41828 2.08741 1.46893
H15 -2.30235 -2.50998 5.01997
H16 -0.22277 -3.54153 4.20743
H17 1.81635 -3.46371 2.63615
H18 2.78591 0.32265 1.12170
H19 3.18099 -3.84403 -1.07386
H20 5.71232 -4.41089 -0.81589
H21 6.73536 -3.30276 1.33608
H22 -4.05270 -0.63360 4.72133
O1 -1.73786 0.30760 -2.94073
C30 -0.74945 -0.24484 -2.55513
N9 0.06123 -1.09755 -3.20252
C31 1.19316 -1.57164 -2.41876
C32 0.82984 -0.88749 -1.08435
O2 2.51329 0.07317 0.22707
N10 -0.21282 -0.15333 -1.19764
C33 2.50275 -1.07378 -3.05787
C34 3.68316 -0.92543 -2.34070
C35 4.84796 -0.50645 -2.97025
C36 4.85546 -0.23646 -4.32866
C37 3.68435 -0.38814 -5.05596
C38 2.52007 -0.79752 -4.42548
C39 1.10761 -3.09704 -2.30644
C40 0.28403 -3.68271 -1.34937
C41 0.16492 -5.06143 -1.27635
C42 0.85584 -5.86668 -2.17132
C43 1.66082 -5.28614 -3.13978
C44 1.79072 -3.90552 -3.20651
H23 -0.16837 -1.45179 -4.11502
H24 3.71501 -1.12359 -1.28438
H25 5.75127 -0.39337 -2.38540
H26 5.76356 0.08936 -4.81787
H27 3.67000 -0.18431 -6.11818
H28 1.62775 -0.89120 -5.02744
H29 -0.26624 -3.06886 -0.64410
H30 -0.46865 -5.50632 -0.52063
H31 0.76654 -6.94303 -2.11336
H32 2.20032 -5.90808 -3.84153
H33 2.44427 -3.46328 -3.94719

Calculated values
Lowest unoccupied orbital energy (alpha / beta) (eV): -3.7 / -3.2
2S+1: 2
Total energy (a.u.): -4260.23670
HOMO-LUMO gap (alpha / beta) (eV): 6.390 / 6.933
Energy relative to the best compared isomer or geometry (same formula, charge and spin) (eV): 1.980
Net charge: +1
Maximum force (eV Å⁻¹): 1.3
HOMO level (alpha / beta) (eV): -10.10 / -10.09

Mulliken population analysis, charges in e, atoms 1 to 5:
1 Cr -1.3318
2 C -1.3975
3 C -0.3559
4 N 1.0686
5 N -0.3402

=====

Entry 2:
The following is a DFT calculation (ωB97M-V with the def2-TZVPD basis set) of a molecular structure, C44H33Br2N12O4W at a distorted geometry.

Cartesian coordinates (Å):
W1 1.77448 0.00879 0.19636
O1 3.52402 2.64602 2.53425
C1 2.70357 2.10731 1.81726
N1 2.16548 0.86173 2.01294
C2 2.74861 0.15074 3.14629
C3 2.94280 -1.29178 2.79649
C4 3.02062 -2.28589 3.76104
C5 3.16837 -3.60098 3.36355
C6 3.25384 -3.87755 2.00476
C7 3.18282 -2.83456 1.10917
N2 3.01783 -1.55659 1.48745
C8 2.06263 2.82314 0.66123
C9 2.04838 4.20281 0.63918
C10 1.29282 4.86083 -0.31419
C11 0.54254 4.08528 -1.19077
C12 0.62207 2.71467 -1.12369
N3 1.41067 2.05937 -0.25728
H1 2.11679 0.24637 4.03380
H2 3.71399 0.60516 3.38679
H3 2.95731 -2.01596 4.80671
H4 3.21774 -4.39588 4.09538
H5 3.36447 -4.89158 1.64704
H6 3.24985 -3.00987 0.04390
H7 2.62004 4.72207 1.39617
H8 1.26448 5.94064 -0.35513
H9 -0.10607 4.54411 -1.92349
H10 0.03056 2.09986 -1.78693
Br1 -5.20696 1.16958 -3.55810
C13 -4.30979 -0.49357 -3.71615
C14 -3.98489 -0.99079 -4.96751
C15 -3.32203 -2.20149 -5.06494
C16 -2.94158 -2.89847 -3.91953
C17 -3.31242 -2.39807 -2.66492
C18 -4.00206 -1.20505 -2.56623
N4 -2.30760 -4.14996 -4.10663
N5 -1.43262 -4.57826 -3.33851
C19 -0.83387 -3.80148 -2.34354
C20 -0.71313 -4.33981 -1.07322
C21 -0.21618 -3.59257 -0.00611
C22 0.21034 -2.29777 -0.22433
O2 0.68269 -1.48810 0.72577
C23 0.20952 -1.76855 -1.52800
N6 0.74700 -0.50711 -1.64053
C24 0.90230 -0.03954 -2.88077
C25 0.46923 -0.71887 -4.00930
C26 -0.14585 -1.94715 -3.89487
C27 -0.29383 -2.51027 -2.61804
H11 -4.26137 -0.44445 -5.85847
H12 -3.07132 -2.61403 -6.03398
H13 -3.09358 -2.95986 -1.76797
H14 -4.30855 -0.83046 -1.59876
H15 -1.08148 -5.34566 -0.91793
H16 -0.18414 -3.99845 0.99619
H17 1.41671 0.90837 -2.97033
H18 0.63006 -0.28564 -4.98635
H19 -0.46314 -2.48322 -4.77900
Br2 9.04771 0.43123 1.05994
C28 7.75077 -0.36554 -0.05906
C29 8.11544 -1.38019 -0.93957
N7 7.23929 -1.96807 -1.74518
C30 5.97222 -1.59707 -1.69187
C31 5.51286 -0.60558 -0.82340
C32 6.43498 0.03709 0.00582
C33 4.10690 -0.26304 -0.72096
O3 3.14401 -0.99846 -1.12133
O4 3.72030 0.78807 -0.11810
H20 9.13874 -1.73113 -0.99488
H21 5.28535 -2.09579 -2.36718
H22 6.11268 0.81212 0.68861
C34 -0.52344 1.93419 3.26490
C35 -1.14839 1.12302 2.18211
N8 -0.62683 0.77806 1.01077
C36 -1.65603 0.16507 0.31685
C37 -2.77327 0.11380 1.07707
N9 -2.44162 0.71942 2.26267
C38 -3.36660 0.90454 3.37150
N10 -4.64721 1.30974 2.88602
N11 -5.73348 0.50687 3.05474
N12 -6.73448 1.03000 2.47798
C39 -6.34769 2.21183 1.88130
C40 -7.06351 3.13014 1.11339
C41 -6.36790 4.20959 0.61705
C42 -4.99686 4.38539 0.87169
C43 -4.27507 3.49122 1.63375
C44 -4.98217 2.40142 2.13604
H23 0.46706 2.24739 2.97354
H24 -0.45268 1.37480 4.19942
H25 -1.12094 2.82918 3.45437
H26 -1.54613 -0.16739 -0.69745
H27 -3.75245 -0.29300 0.88996
H28 -2.95385 1.64593 4.05381
H29 -3.51633 -0.03418 3.90383
H30 -8.11762 2.98403 0.92188
H31 -6.88237 4.94464 0.01269
H32 -4.49442 5.24836 0.45453
H33 -3.21911 3.63473 1.82649

Calculated values
Lowest unoccupied orbital energy (alpha / beta) (eV): -3.2 / -3.4
2S+1: 3
Total energy (a.u.): -7869.54182
HOMO-LUMO gap (alpha / beta) (eV): 5.989 / 6.880
Energy relative to the best compared isomer or geometry (same formula, charge and spin) (eV): 1.909
Net charge: +1
Maximum force (eV Å⁻¹): 2.1
HOMO level (alpha / beta) (eV): -9.18 / -10.27

Mulliken population analysis, charges in e, atoms 1 to 5:
1 W 2.5968
2 O -0.7094
3 C -0.0147
4 N 0.1437
5 C -1.1780